No. 1
This record from the OMol25 dataset describes a gas-phase ion, C35H34F2NO3S (charge -1). The level of theory is ωB97M-V/def2-TZVPD.

For the molar mass, the calculation gives 586.72 g mol⁻¹. Its highest occupied orbital energy is -0.13912 Ha. The value obtained for the calculated total energy is -60748.410 eV. Its LUMO energy is 2.140 eV. As for the structure (SMILES): CC(C)(C)c1cc([C@H](c2cc(F)cc(F)c2)[C@H](c2ccc(C#N)cc2)S(=O)(=O)c2ccccc2)cc(C(C)(C)C)c1[O-].

The geometry in ORCA input format:
```
! wB97M-V def2-TZVPD RIJCOSX def2/J DEFGRID3
* xyz -1 1
C -4.418 -1.380 3.389
C -3.903 -1.900 2.034
C -3.472 -3.351 2.276
C -5.109 -1.885 1.063
C -2.700 -1.033 1.482
C -1.508 -1.510 0.898
C -0.409 -0.670 0.575
C 0.909 -1.131 -0.085
C 1.983 -1.205 0.951
C 2.059 -0.274 2.033
C 3.216 -0.257 2.845
F 3.253 0.589 3.946
C 4.339 -1.088 2.658
C 4.200 -2.060 1.661
F 5.210 -3.031 1.562
C 3.072 -2.126 0.846
C 1.355 -0.764 -1.534
C 0.284 -0.881 -2.656
C -0.653 0.143 -2.641
C -1.598 0.323 -3.634
C -1.542 -0.524 -4.763
C -2.516 -0.431 -5.792
N -3.260 -0.392 -6.697
C -0.553 -1.507 -4.858
C 0.325 -1.736 -3.799
S 2.945 -1.060 -2.497
O 2.625 -0.884 -3.913
O 3.554 -2.256 -2.060
C 4.155 0.276 -2.180
C 4.637 1.044 -3.242
C 5.585 2.067 -2.990
C 6.074 2.220 -1.678
C 5.677 1.351 -0.658
C 4.734 0.350 -0.924
C -0.560 0.694 0.871
C -1.719 1.262 1.350
C -1.890 2.783 1.588
C -2.778 3.368 0.466
C -0.545 3.506 1.520
C -2.528 3.089 2.960
C -2.907 0.408 1.492
O -4.061 0.946 1.604
H -4.793 -0.363 3.293
H -5.243 -2.026 3.712
H -3.620 -1.379 4.140
H -3.168 -3.850 1.345
H -2.644 -3.382 3.001
H -4.326 -3.896 2.709
H -4.827 -2.285 0.075
H -5.909 -2.511 1.506
H -5.448 -0.845 0.949
H -1.340 -2.582 0.733
H 0.798 -2.099 -0.610
H 1.254 0.409 2.334
H 5.234 -1.029 3.277
H 3.004 -2.956 0.138
H 1.597 0.346 -1.441
H -0.584 0.859 -1.790
H -2.377 1.083 -3.458
H -0.479 -2.076 -5.791
H 1.020 -2.562 -3.952
H 4.242 0.913 -4.251
H 5.924 2.685 -3.799
H 6.845 2.970 -1.514
H 6.129 1.417 0.318
H 4.413 -0.347 -0.147
H 0.314 1.320 0.759
H -3.761 2.876 0.495
H -2.869 4.462 0.599
H -2.301 3.141 -0.502
H 0.143 3.125 2.285
H -0.092 3.354 0.533
H -0.679 4.590 1.671
H -1.901 2.703 3.774
H -2.583 4.179 3.102
H -3.539 2.670 3.038
*
```

These are the Mulliken partial charges, in e, on atoms 1 to 8: -1.74, 1.88, -1.90, -1.61, -0.65, -0.30, 0.13, 0.39

No. 2
This record from the OMol25 dataset describes a molecular structure, C35H34IrN2OPSSe. The level of theory is ωB97M-V/def2-TZVPD.

For the molar mass, the calculation gives 832.89 g mol⁻¹. Its highest occupied orbital energy (alpha / beta) is -0.46130 / -0.46127 Ha. The value obtained for the calculated total energy is -130171.401 eV. Its LUMO energy (alpha / beta) is -7.403 / -7.403 eV.

The geometry in ORCA input format:
```
! wB97M-V def2-TZVPD RIJCOSX def2/J DEFGRID3
* xyz 2 1
Ir 0.062 0.290 0.194
C 2.143 -1.513 2.780
C 0.758 -2.115 2.537
C 0.626 -2.695 1.141
C -0.372 -1.122 2.860
C -0.429 -0.770 4.355
O -0.153 0.643 4.403
C -0.074 1.102 3.168
N -0.204 0.220 2.222
C 0.080 2.559 3.050
C 0.175 3.284 4.242
C 0.217 4.664 4.221
C 0.132 5.340 3.014
C 0.038 4.631 1.828
C 0.040 3.237 1.815
P 0.033 2.471 0.161
C 1.483 3.199 -0.670
C 1.524 3.223 -2.071
C 2.579 3.833 -2.729
C 3.614 4.403 -2.000
C 3.605 4.340 -0.615
C 2.546 3.738 0.050
C -1.412 3.238 -0.628
C -1.311 4.382 -1.423
C -2.452 4.949 -1.972
C -3.695 4.384 -1.738
C -3.804 3.259 -0.933
C -2.667 2.695 -0.383
H 2.911 -2.281 2.709
H 2.235 -1.066 3.768
H 2.381 -0.739 2.044
H 0.608 -2.935 3.247
H 0.579 -1.928 0.345
H -0.275 -3.297 1.025
H 1.483 -3.314 0.884
H -1.327 -1.527 2.513
H 0.341 -1.269 4.942
H -1.402 -0.931 4.820
H 0.201 2.761 5.185
H 0.294 5.211 5.150
H 0.144 6.420 2.990
H -0.022 5.178 0.896
H 0.708 2.806 -2.649
H 2.585 3.874 -3.809
H 4.431 4.888 -2.515
H 4.415 4.775 -0.047
H 2.548 3.720 1.131
H -0.353 4.839 -1.618
H -2.365 5.835 -2.583
H -4.578 4.827 -2.175
H -4.776 2.830 -0.729
H -2.753 1.840 0.264
Se 1.569 0.093 -1.754
C 3.297 -0.170 -1.008
C 4.282 0.749 -1.355
C 5.577 0.553 -0.904
C 5.889 -0.562 -0.145
C 4.910 -1.492 0.169
C 3.607 -1.296 -0.256
H 4.038 1.601 -1.976
H 6.349 1.263 -1.167
H 6.904 -0.717 0.192
H 5.164 -2.376 0.735
H 2.843 -2.028 -0.032
S -1.499 -0.627 -1.305
C -3.118 -0.714 -0.702
N -4.060 -0.930 -1.653
C -5.380 -1.055 -1.415
C -5.849 -0.961 -0.132
C -4.918 -0.755 0.893
C -3.576 -0.641 0.617
H -3.731 -1.000 -2.611
H -6.000 -1.230 -2.282
H -6.905 -1.055 0.066
H -5.259 -0.688 1.916
H -2.848 -0.495 1.405
*
```

These are the Mulliken partial charges, in e, on atoms 1 to 8: 1.76, -1.39, 0.41, -1.59, -0.16, -0.81, -0.48, 1.33

No. 3
This record from the OMol25 dataset describes a molecular structure, C35H35BN6O10S5TeY. The level of theory is ωB97M-V/def2-TZVPD.

For the molar mass, the calculation gives 1087.35 g mol⁻¹. Its highest occupied orbital energy is -0.18668 Ha. The value obtained for the calculated total energy is -129476.602 eV. Its LUMO energy is 2.011 eV.

The geometry in ORCA input format:
```
! wB97M-V def2-TZVPD RIJCOSX def2/J DEFGRID3
* xyz -1 1
Y 0.903 -0.242 0.096
O 3.652 0.377 -1.540
S 2.973 -0.447 -2.519
O 3.159 -0.034 -3.893
O 1.536 -0.588 -2.168
C 3.672 -2.118 -2.489
C 4.581 -2.380 -3.509
C 5.162 -3.630 -3.649
C 4.829 -4.652 -2.775
C 3.935 -4.402 -1.746
C 3.362 -3.148 -1.594
S 2.330 -2.910 -0.158
O 2.745 -1.564 0.275
O 2.622 -3.982 0.746
O 0.939 -2.814 -0.608
H 4.812 -1.586 -4.204
H 5.871 -3.802 -4.449
H 5.271 -5.634 -2.880
H 3.687 -5.167 -1.022
N 2.267 1.181 1.531
C 2.194 2.171 2.101
C 2.130 3.374 2.868
C 2.512 4.582 2.291
C 2.369 5.746 3.024
C 1.840 5.697 4.308
C 1.449 4.489 4.868
C 1.588 3.315 4.149
H 2.885 4.593 1.275
H 2.653 6.695 2.589
H 1.713 6.614 4.869
H 1.014 4.463 5.857
H 1.261 2.360 4.542
C 3.474 3.418 -2.851
N 2.294 2.844 -3.469
C 2.126 2.556 -4.812
C 0.964 1.891 -4.937
N 0.430 1.789 -3.671
C 1.248 2.364 -2.765
S 0.954 2.539 -1.108
H 3.231 4.376 -2.393
H 4.230 3.557 -3.621
H 3.841 2.727 -2.093
H 2.864 2.826 -5.545
H 0.486 1.468 -5.801
H -0.390 1.266 -3.394
C -3.587 0.855 -0.168
Te -2.688 2.189 -1.575
C -4.712 2.707 -2.093
C -5.599 1.684 -1.425
C -6.963 1.627 -1.705
C -7.775 0.681 -1.101
C -7.224 -0.224 -0.201
C -5.871 -0.169 0.090
C -5.049 0.783 -0.512
H -3.430 1.261 0.831
H -3.101 -0.118 -0.213
H -4.841 2.683 -3.174
H -4.937 3.714 -1.742
H -7.388 2.332 -2.411
H -8.832 0.647 -1.330
H -7.849 -0.971 0.273
H -5.436 -0.867 0.796
O 0.937 -0.077 4.196
S 1.370 -1.267 3.507
O 2.759 -1.368 3.175
N 0.391 -1.520 2.190
C -0.490 -2.502 2.417
S -1.817 -2.865 1.485
C -0.203 -3.260 3.676
C -0.820 -4.405 4.148
C -0.360 -4.959 5.335
C 0.693 -4.379 6.040
C 1.308 -3.226 5.571
C 0.832 -2.695 4.390
H -1.634 -4.841 3.585
H -0.821 -5.860 5.719
H 1.037 -4.836 6.959
H 2.128 -2.761 6.103
N -2.361 -3.352 -3.287
C -1.651 -2.907 -2.084
C -1.352 -1.433 -2.183
O -1.486 -0.912 -3.390
O -1.004 -0.747 -1.247
H -3.360 -3.233 -3.177
H -2.192 -4.332 -3.465
H -1.787 -1.656 -3.960
H -0.673 -3.386 -2.013
H -2.148 -3.092 -1.133
B -1.837 3.223 2.498
C -1.191 2.034 1.697
N -0.701 1.131 1.165
H -1.960 2.873 3.654
H -1.083 4.171 2.389
H -2.912 3.452 1.975
*
```

These are the Mulliken partial charges, in e, on atoms 1 to 8: 1.24, -0.65, 1.46, -0.63, -0.07, -0.36, -0.73, -0.59

Quick rundown of relative energy (zero: lowest compared OMol25 entry of this formula, charge and spin), same order as above: 46.6 32.7 16.3 kcal per mole